# 1
Formula: C5H18B2Be2Cl10
Source: OMol25
Level of theory: wB97M-V/def2-TZVPD

Each line ends with the Löwdin charge.
Cartesian coordinates (Å):
Be: -1.96 1.14 -3.47  1.1648
Be: -4.73 0.58 1.37  1.1590
B: -5.17 1.48 -2.03  -0.2980
H: -4.71 2.27 -1.46  -0.0595
H: -5.27 1.79 -3.06  0.0080
H: -4.65 0.54 -2.00  -0.0883
H: -6.17 1.33 -1.64  0.0141
B: -1.44 0.01 -0.03  -0.2821
H: -2.10 -0.78 -0.37  -0.0264
H: -1.85 0.98 -0.24  -0.0444
H: -1.42 -0.02 1.05  -0.0304
H: -0.48 -0.16 -0.50  -0.0235
C: 1.69 -4.74 -4.63  -0.9884
Cl: 1.55 -3.61 -3.24  0.4639
Cl: 1.82 -3.78 -6.09  0.5352
H: 2.59 -5.34 -4.50  0.0386
H: 0.78 -5.35 -4.64  0.0337
C: 1.02 0.86 5.47  -1.0086
Cl: -0.55 0.13 5.03  0.4898
Cl: 1.06 2.55 4.98  0.5312
H: 1.30 0.80 6.52  0.0470
H: 1.84 0.37 4.96  0.0278
C: 1.94 5.74 -0.81  -0.9942
Cl: 0.87 4.41 -1.19  0.4782
Cl: 2.60 5.53 0.87  0.4917
H: 2.75 5.77 -1.54  0.0355
H: 1.46 6.71 -0.91  0.0393
C: 3.83 0.52 0.88  -1.0159
Cl: 4.69 1.36 -0.45  0.5277
Cl: 4.29 -1.17 1.00  0.5612
H: 4.06 1.05 1.81  0.0354
H: 2.75 0.59 0.81  0.0246
C: -0.47 -4.20 1.55  -1.0368
Cl: -1.87 -4.58 2.56  0.5494
Cl: 0.71 -5.49 1.48  0.5809
H: -0.78 -3.96 0.53  0.0310
H: 0.02 -3.32 1.96  0.0286

As for the HOMO energy: -14.865 eV. The value obtained for the energy relative to the best compared isomer or geometry (same formula, charge and spin) is 99.9 kcal per mole. The LUMO energy is -12.841 eV. Its charge is +2. Its spin multiplicity is 1. The HOMO-LUMO gap is 2.02 eV. The energy is -4880.96102 hartree.

# 2
Formula: C5H18N3O2
Source: OMol25
Level of theory: wB97M-V/def2-TZVPD

Each line ends with the Löwdin charge.
Cartesian coordinates (Å):
C: -0.91 0.15 2.63  -0.0360
C: -0.60 0.54 1.16  -0.3044
C: -1.77 0.26 0.25  -0.1108
C: -1.23 0.06 -1.17  -0.3811
C: -1.09 -1.21 -1.58  -0.2146
N: -0.28 -1.60 -2.59  0.0612
N: -0.93 1.17 -1.96  0.1029
N: 0.55 -0.41 0.80  0.1861
H: -0.06 0.20 3.28  0.0840
H: -1.29 -0.81 2.75  0.0599
H: -1.72 0.64 3.20  0.1045
H: -0.28 1.59 0.96  0.1570
H: -2.42 -0.62 0.60  0.1506
H: -2.31 1.22 0.45  0.1415
H: -1.84 -1.96 -1.15  0.1614
H: 0.07 -2.53 -2.76  0.0917
H: 0.38 -0.91 -3.04  0.1182
H: -0.76 1.01 -2.95  0.1089
H: -1.58 1.89 -2.02  0.0798
H: 0.53 -1.24 1.47  0.1998
H: 0.47 -0.79 -0.07  0.0653
H: 1.29 0.26 0.78  0.0659
H: 3.97 -1.30 0.78  0.0783
H: 3.83 0.15 1.13  0.0187
O: 3.34 -0.64 1.12  -0.0343
H: 0.79 1.34 -0.87  -0.0071
H: 2.29 1.98 -0.85  0.0950
O: 1.57 1.56 -0.37  -0.0424

As for the HOMO energy: -10.914 eV. The value obtained for the energy relative to the best compared isomer or geometry (same formula, charge and spin) is 51.7 kcal per mole. The LUMO energy is -2.586 eV. Its charge is +1. Its spin multiplicity is 1. The HOMO-LUMO gap is 8.33 eV. The energy is -515.76653 hartree.

# 3
Formula: C5H18N3Si
Source: OMol25
Level of theory: wB97M-V/def2-TZVPD

Each line ends with the Löwdin charge.
Cartesian coordinates (Å):
C: -0.87 1.14 2.40  -0.0795
C: -1.31 0.33 1.16  -0.2470
C: -0.23 1.29 -2.89  -0.2512
C: 0.32 0.01 -2.13  -0.0930
C: -0.43 -0.56 0.23  -0.0992
N: 0.11 2.44 -2.09  -0.0297
N: 0.72 -3.62 2.20  -0.1806
N: 0.41 0.34 -0.66  0.0050
Si: 1.47 -2.24 1.60  0.5718
H: -0.18 2.01 2.05  0.1036
H: -0.25 0.62 3.10  0.0447
H: -1.84 1.47 2.83  0.0908
H: -1.77 0.97 0.42  0.0993
H: -2.18 -0.38 1.32  0.1280
H: 0.15 1.31 -3.88  0.0913
H: -1.41 1.25 -3.04  0.1616
H: 1.43 -0.12 -2.53  0.1700
H: -0.32 -0.90 -2.23  0.1219
H: -1.16 -1.16 -0.38  0.1224
H: -0.30 3.33 -2.40  0.1090
H: 1.15 2.52 -2.12  0.1170
H: -0.27 -3.67 2.24  0.0040
H: 1.14 -4.26 2.84  0.0205
H: 1.39 0.23 -0.40  0.1522
H: 0.12 1.30 -0.55  0.0981
H: 1.83 -0.94 2.30  -0.0885
H: 2.29 -2.70 0.62  -0.1426

As for the HOMO energy (alpha / beta): -9.189 / -12.800 eV. The LUMO energy (alpha / beta) is -2.841 / -5.557 eV. Its charge is +1. Its expectation value of S² is 2.0050. Its spin multiplicity is 3. The HOMO-LUMO gap (alpha / beta) is 6.35 / 7.24 eV. The energy is -654.61322 hartree.

# 4
Formula: C5H18NNaO7
Source: OMol25
Level of theory: wB97M-V/def2-TZVPD

Each line ends with the Löwdin charge.
Cartesian coordinates (Å):
Na: -0.35 -0.81 -0.43  0.4577
N: 2.33 -0.38 -2.99  -0.7064
O: 1.41 -0.70 -2.30  -0.0549
O: 2.83 0.72 -2.88  -0.0280
O: 2.71 -1.15 -3.87  -0.0390
C: 1.97 2.96 1.65  -0.0587
C: 1.77 1.79 0.60  -0.2537
O: 0.82 0.83 1.04  -0.1108
H: 1.12 3.64 1.67  0.0625
H: 2.79 3.62 1.36  0.0698
H: 2.22 2.54 2.62  0.0665
H: 2.73 1.33 0.36  0.1136
H: 1.41 2.19 -0.35  0.1122
H: 1.00 0.62 1.96  0.0877
C: -0.18 -3.80 -1.83  -0.0618
O: -1.17 -2.89 -1.20  -0.1664
H: 0.00 -4.62 -1.13  0.0823
H: -0.64 -3.98 -2.80  0.0892
H: 0.76 -3.31 -2.05  0.0736
H: -1.96 -3.43 -1.18  0.0771
C: -2.03 2.27 -0.05  -0.0915
O: -1.83 1.07 -0.85  -0.1401
H: -3.10 2.36 0.09  0.0829
H: -1.58 1.99 0.90  0.0584
H: -1.49 3.15 -0.42  0.0919
H: -1.66 1.39 -1.74  0.0910
C: -1.78 -0.93 2.38  -0.1424
O: -1.05 -1.85 1.62  -0.1106
H: -1.79 -1.21 3.43  0.0919
H: -1.30 0.05 2.36  0.0640
H: -2.79 -0.73 2.02  0.0914
H: -1.18 -2.72 2.01  0.1004

As for the HOMO energy: -7.252 eV. The value obtained for the energy relative to the best compared isomer or geometry (same formula, charge and spin) is 0.0 kcal per mole. The LUMO energy is -0.324 eV. Its spin multiplicity is 1. The HOMO-LUMO gap is 6.93 eV. The energy is -944.89764 hartree.

# 5
Formula: C5H18NO4S
Source: OMol25
Level of theory: wB97M-V/def2-TZVPD

Each line ends with the Löwdin charge.
Cartesian coordinates (Å):
C: -1.58 -0.91 -0.17  -0.2867
N: -0.18 -0.73 -0.50  -0.0423
C: 0.85 -1.17 0.48  -0.4364
C: 1.75 -2.29 -0.06  -0.7230
S: 2.73 -3.00 1.32  0.1281
C: 1.76 0.02 0.83  -0.2271
O: 1.17 0.85 1.87  -0.1110
C: -2.40 0.36 -0.44  -0.0935
H: -1.70 -1.22 0.88  0.1050
H: -2.01 -1.72 -0.77  0.0977
H: 0.06 0.19 -0.82  0.0655
H: 0.36 -1.41 1.42  0.1090
H: 1.07 -3.01 -0.50  0.0364
H: 2.32 -1.85 -0.89  0.0517
H: 1.29 0.34 2.67  0.0920
H: 1.97 0.67 -0.02  0.1080
H: 2.71 -0.40 1.16  0.0622
H: -2.16 0.79 -1.42  0.0639
H: -3.46 0.10 -0.44  0.0662
H: -2.14 1.15 0.26  0.0520
H: 0.52 3.43 -1.22  0.0244
H: 0.55 2.37 0.03  0.0074
O: 0.42 2.56 -0.90  -0.0268
H: -0.12 2.15 1.99  -0.0120
H: -1.49 1.84 2.55  0.0242
O: -0.94 2.59 2.29  -0.0865
H: 0.23 -0.37 -3.41  0.0078
H: -0.90 -0.89 -2.70  -0.0105
O: -0.69 -0.43 -3.51  -0.0453

As for the HOMO energy: -2.877 eV. The value obtained for the energy relative to the best compared isomer or geometry (same formula, charge and spin) is 14.2 kcal per mole. The LUMO energy is 2.868 eV. Its charge is -1. Its spin multiplicity is 1. The HOMO-LUMO gap is 5.74 eV. The energy is -955.22708 hartree.

# 6
Formula: C5H18NO6
Source: OMol25
Level of theory: wB97M-V/def2-TZVPD

Each line ends with the Löwdin charge.
Cartesian coordinates (Å):
C: 1.40 0.30 -2.53  -0.0596
C: 0.39 0.04 -1.42  -0.2274
N: 0.96 -0.58 -0.19  0.0288
C: 0.64 -1.78 1.92  -0.0324
C: 0.03 -1.25 0.64  -0.2554
C: -0.81 -2.47 -0.26  -0.5495
O: -1.75 -2.13 -0.95  0.0913
O: -0.28 -3.53 0.04  0.1171
H: 1.26 1.30 -2.91  0.0750
H: 1.29 -0.38 -3.37  0.0777
H: 2.43 0.27 -2.17  0.0792
H: -0.12 0.87 -0.93  0.0822
H: -0.37 -0.57 -1.91  0.1066
H: 1.74 -1.21 -0.40  0.1467
H: 0.49 -2.85 2.05  0.0821
H: 1.72 -1.90 1.81  0.0953
H: 0.38 -1.15 2.76  0.0853
H: -0.82 -0.61 0.87  0.1282
H: -2.96 1.52 1.19  0.0313
H: -1.59 1.33 1.81  0.0134
O: -2.11 1.96 1.34  -0.0477
H: -2.43 0.89 -0.72  0.0063
H: -3.22 -0.59 -0.96  0.0241
O: -3.16 0.28 -0.60  -0.0544
H: 0.05 3.02 -0.73  0.0361
H: 1.22 2.12 -0.19  -0.0070
O: 0.87 3.01 -0.24  -0.0371
H: 1.96 2.08 1.96  0.0329
H: 1.18 0.75 1.71  -0.0230
O: 1.61 1.29 2.38  -0.0460

As for the HOMO energy (alpha / beta): -9.890 / -10.522 eV. The value obtained for the energy relative to the best compared isomer or geometry (same formula, charge and spin) is 0.0 kcal per mole. The LUMO energy (alpha / beta) is 0.381 / -3.004 eV. Its expectation value of S² is 0.7557. Its spin multiplicity is 2. The HOMO-LUMO gap (alpha / beta) is 10.27 / 7.52 eV. The energy is -707.41793 hartree.

# 7
Formula: C5H18O6
Source: OMol25
Level of theory: wB97M-V/def2-TZVPD

Each line ends with the Löwdin charge.
Cartesian coordinates (Å):
C: -0.86 0.98 -2.99  -0.4614
O: 0.18 1.07 -3.88  -0.3626
C: -0.69 1.23 -1.42  -0.1993
C: 0.51 0.40 -0.94  -0.2379
C: 0.42 -0.50 0.30  -0.1924
C: -0.08 0.15 1.60  -0.3544
O: 0.24 -0.64 2.72  -0.2008
H: -1.69 1.54 -3.45  0.0665
H: -1.13 -0.13 -2.95  0.0884
H: -0.58 2.32 -1.20  0.0930
H: -1.66 0.93 -1.00  0.0901
H: 1.29 1.12 -0.74  0.0880
H: 0.76 -0.32 -1.74  0.1078
H: 1.35 -1.10 0.49  0.1148
H: -0.31 -1.28 0.03  0.0974
H: -1.04 0.63 1.53  0.1021
H: 0.43 1.17 1.64  0.0993
H: 3.15 0.77 2.78  0.0258
H: 1.64 0.79 2.88  -0.0084
O: 2.42 1.39 2.91  -0.0980
H: -2.31 -3.00 1.99  -0.0401
H: -1.96 -3.53 0.60  -0.0183
O: -2.62 -3.69 1.28  -0.1937
H: 2.87 2.18 -3.59  -0.0160
H: 1.56 1.37 -3.34  -0.0245
O: 2.54 1.51 -2.97  -0.2032
H: -0.71 -1.18 2.82  0.0001
H: -1.82 -2.34 3.73  -0.0349
O: -1.91 -1.85 2.90  -0.3274

As for the HOMO energy: -0.850 eV. The value obtained for the energy relative to the best compared isomer or geometry (same formula, charge and spin) is 14.1 kcal per mole. The LUMO energy is 5.784 eV. Its charge is -2. Its spin multiplicity is 1. The HOMO-LUMO gap is 6.63 eV. The energy is -652.68683 hartree.

# 8
Formula: C5H18O6S
Source: OMol25
Level of theory: wB97M-V/def2-TZVPD

Each line ends with the Löwdin charge.
Cartesian coordinates (Å):
C: 0.34 0.29 3.59  -0.4257
S: 1.73 1.20 2.91  0.8129
C: 1.40 1.03 1.15  -0.5238
C: 1.73 -0.36 0.60  -0.2361
C: 1.73 -0.46 -0.94  -0.0861
C: 0.36 -0.27 -1.50  -0.4985
O: -0.15 0.82 -1.71  0.0717
O: -0.28 -1.41 -1.73  0.0637
H: 0.34 -0.75 3.30  0.0220
H: 0.43 0.33 4.67  0.0273
H: -0.61 0.74 3.31  0.0353
H: 2.00 1.79 0.65  0.0623
H: 0.36 1.29 0.92  0.0828
H: 2.71 -0.66 0.96  0.1072
H: 1.05 -1.09 1.02  0.0981
H: 2.12 -1.43 -1.22  0.1217
H: 2.38 0.32 -1.34  0.1257
H: -1.17 -1.22 -2.20  0.0798
O: -1.87 -2.82 0.16  -0.0399
H: -1.57 -2.73 1.07  0.0609
H: -1.17 -2.43 -0.39  0.0262
O: -4.04 -1.25 -0.55  -0.0644
H: -4.78 -1.83 -0.77  0.0619
H: -3.34 -1.86 -0.22  0.0116
O: 1.69 2.96 -1.56  -0.0695
H: 1.03 2.26 -1.64  -0.0146
H: 1.31 3.74 -1.98  0.0373
O: -2.48 -0.52 -2.70  -0.0376
H: -2.15 0.37 -2.50  0.0575
H: -3.14 -0.71 -1.99  0.0301

Its SMILES is CSCCCC(=O)O.O.O.O.O. As for the HOMO energy: -8.622 eV. The value obtained for the energy relative to the best compared isomer or geometry (same formula, charge and spin) is 0.0 kcal per mole. The LUMO energy is 0.307 eV. Its spin multiplicity is 1. The HOMO-LUMO gap is 8.93 eV. The energy is -1050.98890 hartree.

# 9
Formula: C5H19B2N3O4P
Source: OMol25
Level of theory: wB97M-V/def2-TZVPD

Each line ends with the Löwdin charge.
Cartesian coordinates (Å):
C: 2.82 0.40 2.76  -0.0817
C: 2.55 -0.28 1.30  -0.2202
O: 2.65 0.64 0.15  -0.0442
B: 1.61 1.68 0.17  -0.5329
O: 2.04 3.04 0.66  0.0238
P: -0.21 1.51 -0.40  1.1897
B: -1.14 -0.02 0.29  -0.6068
O: -0.87 -1.35 -0.32  0.0326
N: -2.10 0.11 1.46  -0.1773
C: -1.32 0.77 2.61  -0.0858
C: -3.27 0.98 1.02  -0.1022
H: 1.86 0.24 3.46  0.0874
H: 3.16 1.52 2.74  0.0899
H: 3.70 -0.20 3.29  0.1091
H: 3.41 -1.09 1.14  0.1553
H: 1.54 -0.91 1.33  0.1226
H: 2.04 3.06 1.66  0.1144
H: -0.92 2.69 0.11  0.0694
H: -0.33 1.47 -1.86  0.0680
H: -1.03 -2.09 0.35  0.1505
H: -1.31 1.95 2.50  0.1033
H: -1.78 0.50 3.65  0.1275
H: -0.20 0.40 2.49  0.0775
H: -3.29 2.03 1.55  0.1083
H: -3.24 1.15 -0.15  0.1079
H: -4.26 0.43 1.32  0.1218
C: -0.78 -2.30 -4.18  -0.7179
O: -2.00 -2.23 -4.22  0.0294
N: -0.06 -3.01 -5.07  0.1555
N: -0.05 -1.67 -3.24  0.1450
H: 0.94 -3.08 -5.05  0.1002
H: -0.58 -3.50 -5.79  0.1190
H: -0.55 -1.13 -2.55  0.0606
H: 0.96 -1.72 -3.19  0.1003

As for the HOMO energy: -12.136 eV. The LUMO energy is -5.239 eV. Its charge is +1. Its spin multiplicity is 1. The HOMO-LUMO gap is 6.90 eV. The energy is -1057.95549 hartree.